1.
C57H55NO5RhS3 as an isolated structure, computed with wB97M-V/def2-TZVPD.

Properties
HOMO energy (eV): -10.52
Multiplicity: 1
Net charge: +1

Last column: Mulliken charge in e.
Positions of all 122 atoms, in Å:
Rh1 -0.201 0.242 -0.524  1.061
O1 -0.501 1.382 0.989  0.236
C1 -1.005 2.703 0.943  2.413
C2 -1.146 3.140 -0.524  -1.932
C3 -2.146 2.307 -1.242  -0.322
C4 -3.344 2.816 -1.708  -0.681
C5 -4.217 1.990 -2.392  -1.223
C6 -3.865 0.670 -2.596  -0.866
C7 -2.661 0.205 -2.098  0.142
C8 -2.271 -1.227 -2.192  -1.344
C9 -2.320 -1.822 -0.775  3.155
O2 -1.310 -1.215 0.014  -0.449
C10 -3.712 -1.567 -0.188  -0.452
C11 -3.925 -0.525 0.700  0.467
C12 -5.213 -0.222 1.126  -0.335
C13 -6.294 -0.963 0.672  -0.885
C14 -6.084 -2.018 -0.205  -0.967
C15 -4.799 -2.318 -0.631  -0.751
C16 -2.085 -3.331 -0.775  -0.156
C17 -2.008 -4.112 -1.919  -0.102
C18 -1.867 -5.497 -1.826  -0.768
C19 -1.777 -6.106 -0.588  -0.603
C20 -1.836 -5.328 0.565  -0.971
C21 -1.997 -3.958 0.469  -0.158
N1 -1.827 1.018 -1.432  1.633
C22 0.024 3.646 1.610  -0.592
C23 -0.214 4.251 2.842  -0.311
C24 0.739 5.074 3.434  -1.096
C25 1.947 5.314 2.802  -0.798
C26 2.199 4.713 1.574  -0.305
C27 1.253 3.882 0.993  0.111
C28 -2.312 2.779 1.730  0.380
C29 -3.193 3.846 1.588  0.047
C30 -4.313 3.959 2.401  -1.115
C31 -4.556 3.012 3.385  -0.705
C32 -3.678 1.948 3.540  -0.932
C33 -2.568 1.830 2.713  0.139
H1 -0.176 2.981 -0.999  -0.042
H2 -1.385 4.199 -0.604  0.854
H3 -3.577 3.857 -1.538  0.571
H4 -5.160 2.372 -2.761  0.447
H5 -4.520 -0.015 -3.115  0.605
H6 -1.250 -1.302 -2.572  -0.796
H7 -2.949 -1.755 -2.860  1.015
H8 -3.079 0.047 1.051  -0.247
H9 -5.367 0.599 1.811  0.339
H10 -7.296 -0.727 1.007  0.445
H11 -6.920 -2.609 -0.557  0.438
H12 -4.642 -3.149 -1.309  0.392
H13 -2.082 -3.664 -2.903  0.360
H14 -1.833 -6.094 -2.729  0.475
H15 -1.681 -7.182 -0.517  0.437
H16 -1.778 -5.797 1.539  0.465
H17 -2.058 -3.352 1.365  0.398
H18 -1.149 4.084 3.357  0.481
H19 0.527 5.532 4.391  0.456
H20 2.685 5.962 3.256  0.425
H21 3.142 4.890 1.070  0.447
H22 1.490 3.392 0.059  0.154
H23 -2.998 4.625 0.860  0.487
H24 -4.986 4.797 2.275  0.454
H25 -5.420 3.106 4.030  0.438
H26 -3.857 1.204 4.306  0.417
H27 -1.877 1.005 2.830  0.448
O3 0.420 0.725 -2.905  -0.401
S1 1.285 0.599 -4.141  -0.167
C34 2.362 -0.795 -3.794  0.091
C35 1.565 -2.085 -3.907  0.615
C36 2.312 -3.313 -3.347  -1.280
C37 1.562 -3.987 -2.204  -0.531
S2 1.580 -3.098 -0.631  0.569
O4 1.427 -1.621 -0.938  0.061
C38 3.305 -3.354 -0.265  0.668
C39 4.249 -2.380 -0.540  0.069
C40 5.574 -2.604 -0.183  -1.024
C41 5.938 -3.788 0.440  -0.573
C42 4.982 -4.764 0.702  -0.796
C43 3.658 -4.545 0.359  -0.877
C44 2.504 1.887 -4.038  0.476
C45 2.636 2.617 -2.870  0.147
C46 3.578 3.637 -2.825  -0.529
C47 4.366 3.911 -3.934  -0.677
C48 4.218 3.170 -5.100  -0.626
C49 3.275 2.156 -5.162  -0.740
H28 2.715 -0.628 -2.774  -0.883
H29 3.196 -0.751 -4.498  0.764
H30 1.295 -2.249 -4.952  0.788
H31 0.637 -1.956 -3.351  -1.076
H32 3.322 -3.047 -3.029  0.395
H33 2.428 -4.057 -4.136  0.474
H34 1.973 -4.965 -1.947  0.881
H35 0.514 -4.120 -2.452  -0.010
H36 3.949 -1.466 -1.035  0.150
H37 6.320 -1.849 -0.391  0.489
H38 6.967 -3.952 0.731  0.425
H39 5.269 -5.692 1.178  0.442
H40 2.906 -5.295 0.580  0.528
H41 2.023 2.369 -2.012  -0.089
H42 3.692 4.222 -1.921  0.497
H43 5.092 4.712 -3.896  0.422
H44 4.829 3.390 -5.965  0.402
H45 3.140 1.588 -6.075  0.472
C50 -0.269 -0.706 6.073  -1.440
C51 0.436 -0.438 4.772  1.063
C52 0.946 -1.475 4.004  -1.183
C53 1.634 -1.212 2.826  -0.289
C54 1.803 0.099 2.409  0.015
C55 1.279 1.154 3.155  0.290
C56 0.601 0.877 4.322  -0.892
S3 2.750 0.330 0.938  0.860
C57 3.861 1.610 1.467  -1.184
O5 1.881 1.022 -0.130  -0.260
H46 -0.222 -1.760 6.339  0.385
H47 -1.320 -0.415 6.016  0.266
H48 0.185 -0.128 6.878  0.358
H49 0.811 -2.499 4.328  0.391
H50 2.039 -2.027 2.238  0.442
H51 1.367 2.175 2.810  -0.284
H52 0.184 1.695 4.898  0.508
H53 3.295 2.491 1.758  0.244
H54 4.502 1.836 0.616  0.401
H55 4.453 1.225 2.296  0.433

2.
C23H29BN4O4OsS as an isolated structure in a non-equilibrium geometry, computed with wB97M-V/def2-TZVPD.

Properties
HOMO energy (eV): -13.52
Multiplicity: 1
Net charge: +2

Last column: Mulliken charge in e.
Positions of all 63 atoms, in Å:
Os1 -1.245 0.472 0.204  0.880
C1 -1.404 -4.550 1.046  -1.506
C2 -0.750 -3.335 0.358  0.577
C3 0.758 -3.323 0.604  -1.715
C4 -1.484 -2.115 0.837  1.328
C5 -1.069 -1.354 1.956  -0.489
C6 -1.840 -0.287 2.440  -0.930
C7 -3.081 0.015 1.859  0.445
C8 -3.987 1.043 2.457  -1.332
C9 -3.475 -0.733 0.720  -0.263
C10 -2.696 -1.759 0.223  -1.034
H1 -0.912 -5.461 0.709  0.443
H2 -2.467 -4.629 0.812  0.381
H3 -1.296 -4.487 2.130  0.397
H4 -0.933 -3.421 -0.717  0.140
H5 0.992 -3.444 1.664  0.425
H6 1.219 -2.408 0.246  0.260
H7 1.213 -4.163 0.081  0.480
H8 -0.150 -1.601 2.471  0.499
H9 -1.530 0.261 3.320  0.543
H10 -3.683 2.053 2.175  0.195
H11 -3.953 0.986 3.545  0.407
H12 -5.013 0.895 2.128  0.433
H13 -4.430 -0.514 0.257  0.508
H14 -3.041 -2.328 -0.630  0.477
C11 0.368 -3.134 -4.273  -1.031
C12 -0.973 -2.387 -4.224  -0.626
C13 -0.851 -1.109 -3.466  0.237
N1 -1.245 -0.926 -2.258  -0.497
N2 -0.946 0.340 -1.801  0.374
C14 -0.297 1.105 -2.663  0.478
N3 0.125 2.336 -2.390  -0.333
S1 -0.046 0.291 -4.155  -0.092
H15 0.230 -4.096 -4.760  0.372
H16 0.753 -3.307 -3.267  0.262
H17 1.112 -2.575 -4.840  0.371
H18 -1.733 -2.995 -3.734  0.263
H19 -1.306 -2.174 -5.241  0.424
H20 -0.083 2.756 -1.497  0.109
H21 0.526 2.918 -3.106  0.253
O1 0.733 -0.196 0.205  -0.303
C15 1.150 0.815 0.876  0.934
O2 0.189 1.549 1.307  -0.698
C16 2.530 1.157 1.033  0.071
C17 3.469 0.555 0.192  -0.636
C18 4.790 0.983 0.172  -1.147
C19 5.118 2.010 1.030  0.931
O3 6.302 2.605 1.176  -0.447
C20 6.143 3.636 2.167  -0.233
O4 4.788 3.563 2.621  -0.470
C21 4.187 2.590 1.902  0.675
C22 2.886 2.197 1.929  -0.960
H22 3.153 -0.248 -0.459  0.485
H23 5.526 0.539 -0.482  0.469
H24 6.331 4.608 1.714  0.274
H25 6.827 3.460 2.994  0.269
H26 2.166 2.644 2.599  0.578
B1 -3.108 4.606 -0.024  0.253
C23 -2.666 3.163 -0.052  0.134
N4 -2.302 2.049 -0.048  -0.170
H27 -4.242 4.658 0.394  -0.030
H28 -2.286 5.153 0.679  -0.044
H29 -3.062 5.047 -1.148  -0.048

3.
A 16-piece molecular cluster, CH33O16 overall in a non-equilibrium geometry, computed with wB97M-V/def2-TZVPD.

Properties
HOMO energy (eV): -5.84
Multiplicity: 1
Net charge: -1

Last column: Mulliken charge in e.
Positions of all 50 atoms, in Å:
C1 -0.201 -0.028 -0.198  1.089
O1 -1.291 0.240 -1.053  -0.542
H1 0.653 0.564 -0.467  -1.191
H2 0.021 -1.049 -0.350  0.522
H3 -0.549 0.061 0.922  -0.116
O2 1.153 3.848 -0.589  -0.700
H4 1.707 3.092 -0.709  0.450
H5 0.285 3.451 -0.534  0.321
O3 0.284 0.314 -3.318  -0.757
H6 -0.089 0.383 -2.463  0.225
H7 0.792 -0.467 -3.104  0.387
O4 2.995 -1.301 0.564  -0.589
H8 2.669 -0.599 1.087  0.431
H9 3.916 -1.321 0.755  0.273
O5 2.567 -0.835 -2.055  -0.558
H10 2.422 -1.151 -1.193  0.348
H11 3.498 -0.959 -2.347  0.222
O6 2.691 1.770 -1.300  -0.730
H12 2.765 1.881 -2.216  0.294
H13 2.258 0.920 -1.260  0.297
O7 2.018 0.571 2.128  -0.785
H14 1.450 -0.163 2.355  0.436
H15 1.497 1.236 1.693  0.323
O8 0.824 -1.653 2.957  -0.709
H16 1.690 -1.886 3.301  0.275
H17 0.469 -1.210 3.732  0.277
O9 -3.006 -0.440 2.938  -0.720
H18 -3.050 0.082 2.133  0.365
H19 -2.209 -0.980 2.683  0.383
O10 -1.648 -2.400 -1.388  -0.779
H20 -0.882 -2.945 -1.614  0.238
H21 -1.445 -1.501 -1.515  0.276
O11 -2.879 1.202 -2.995  -0.713
H22 -3.397 0.419 -2.721  0.307
H23 -2.203 1.165 -2.299  0.309
O12 -1.397 2.907 -1.110  -0.771
H24 -2.318 3.288 -1.041  0.281
H25 -1.454 2.004 -0.782  0.388
O13 -0.126 2.416 2.205  -0.550
H26 -1.076 2.276 2.121  0.292
H27 -0.034 2.195 3.126  0.269
O14 1.240 -3.569 -0.239  -0.526
H28 1.792 -4.286 -0.501  0.265
H29 1.615 -3.223 0.564  0.220
O15 -3.455 0.786 0.393  -0.742
H30 -2.691 0.500 -0.136  0.387
H31 -4.252 0.833 -0.255  0.284
O16 -1.554 -2.275 1.505  -0.768
H32 -1.385 -1.881 0.637  0.429
H33 -0.678 -2.283 1.954  0.385

Question: Which value of HOMO energy does entry 3 give?
Answer: -5.84 eV

Question: Among the records above, which one has the highest net charge?
Answer: C23H29BN4O4OsS